The following is a DFT calculation (the ωB97M-V functional and the def2-TZVPD basis) of one molecule with the formula C2H3NOS2 in a non-equilibrium geometry.

```
9
Properties=species:S:1:pos:R:3:lowdin_charge:R:1
O 1.05656 -2.25422 1.06201 0.078
C 0.27545 -1.61047 0.43826 -0.401
N -0.47520 -0.52323 0.94965 -0.312
S -1.28723 0.59583 -0.06524 0.857
C -0.15158 1.53792 -0.92259 -1.127
S -0.44132 2.34511 -2.32757 0.575
H -0.04493 -1.87302 -0.51539 0.099
H 0.10601 -0.02734 1.67105 0.115
H 0.96224 1.80941 -0.29017 0.118
```

The HOMO-LUMO gap comes out at 8.30 eV. The calculation puts the energy relative to the best compared isomer or geometry (same formula, charge and spin) at 181.2 kJ/mol.


The following is a DFT calculation (the ωB97M-V functional and the def2-TZVPD basis) of an isolated ion of composition C2H6NS2 and charge +1 in a non-equilibrium geometry.

```
11
Properties=species:S:1:pos:R:3:lowdin_charge:R:1
C 0.65022 0.27231 -0.03725 -0.015
N -0.54138 -0.45152 0.52634 -0.100
C -1.67292 -0.00083 -0.38072 -1.108
S -3.15541 -0.86422 -0.02040 0.625
S -2.88569 1.20150 0.04893 0.653
H 0.88724 -0.33258 -0.96040 0.122
H 0.28969 1.33227 -0.17815 0.129
H 1.49422 0.13143 0.65858 0.111
H -0.90400 -0.19163 1.50731 0.196
H -0.52324 -1.52224 0.46267 0.199
H -1.10410 -0.15809 -1.51217 0.189
```

The HOMO-LUMO gap comes out at 8.61 eV. The calculation puts the energy relative to the best compared isomer or geometry (same formula, charge and spin) at 110.0 kJ/mol. Its net charge is +1.


The following is a DFT calculation (the ωB97M-V functional and the def2-TZVPD basis) of C19H27MnN4O3SSi as an isolated structure.

```
56
Properties=species:S:1:pos:R:3:mulliken_spin:R:1
Mn 0.18552 0.21332 -0.86328 4.070
N 6.11769 1.10158 -0.23843 0.000
C 5.89833 -0.15279 -0.70300 0.000
O 6.70400 -1.05082 -0.65279 0.000
C 4.51522 -0.45383 -1.24426 0.003
C 4.40601 -1.48950 -2.16861 0.006
C 3.16076 -1.85158 -2.65120 -0.021
C 2.05880 -1.18447 -2.15238 0.019
N 2.15462 -0.20007 -1.24661 0.029
C 3.36685 0.17010 -0.80468 0.012
H 7.05208 1.30783 0.08037 0.000
H 5.54917 1.87737 -0.52580 0.000
H 5.30968 -1.99811 -2.48036 0.000
H 3.03787 -2.64168 -3.37756 -0.001
H 1.05872 -1.46530 -2.48328 0.002
H 3.38088 0.95568 -0.05896 -0.001
O 0.18861 0.89755 1.36004 0.029
C 0.05728 -0.33229 1.51322 -0.034
O 0.12151 -1.14662 0.53607 0.000
C -0.17311 -0.94691 2.87437 -0.009
N -0.36635 0.16840 3.88899 0.005
C 0.62420 -0.05145 5.02596 0.000
C 0.97155 -1.52398 4.90997 0.000
C 1.02014 -1.75532 3.40180 0.002
H -1.08436 -1.54171 2.84925 -0.002
H -1.32338 0.17659 4.23584 0.000
H -0.20668 1.05845 3.39972 0.005
H 0.15777 0.25137 5.95889 0.000
H 1.47476 0.59556 4.82203 0.000
H 0.19566 -2.13795 5.37119 0.000
H 1.91274 -1.74648 5.40739 0.000
H 0.93163 -2.80079 3.11895 -0.001
H 1.95024 -1.36840 2.98003 0.000
C -5.49561 -0.53655 0.09120 0.005
Si -4.72704 -0.41231 -1.59127 -0.007
C -5.34550 1.05469 -2.53411 0.005
C -4.85627 -1.98638 -2.54737 0.006
C -2.88470 -0.11677 -1.29614 0.426
C -1.68616 0.04001 -1.12901 -0.574
H -6.57682 -0.66885 0.00539 0.000
H -5.31972 0.36771 0.67767 0.000
H -5.10278 -1.39265 0.64370 0.000
H -6.40689 0.93117 -2.76337 0.000
H -4.81693 1.17351 -3.48198 0.000
H -5.24059 1.98006 -1.96386 0.000
H -5.91243 -2.20959 -2.72128 0.000
H -4.42278 -2.83213 -2.01145 0.000
H -4.36984 -1.91347 -3.52149 0.000
S -0.63518 4.42066 -2.02505 0.008
C 0.96737 4.02234 -2.45449 -0.004
C 1.21418 2.72354 -2.17635 0.025
N 0.15414 2.06938 -1.57233 -0.030
C -0.88170 2.87641 -1.41989 0.027
H 1.62392 4.73960 -2.91938 0.000
H 2.12673 2.18944 -2.38226 0.001
H -1.81382 2.54647 -0.98975 -0.001
```

The HOMO-LUMO gap (alpha / beta) comes out at 7.95 / 8.45 eV. The spin multiplicity is 5. The calculation puts the energy relative to the best compared isomer or geometry (same formula, charge and spin) at 16.0 kJ/mol. Its net charge is +2.


The following is a DFT calculation (the ωB97M-V functional and the def2-TZVPD basis) of an isolated ion of composition C3H7N4 and charge +1 in a non-equilibrium geometry.

```
14
Properties=species:S:1:pos:R:3:lowdin_charge:R:1
N -2.05435 0.59960 0.03421 0.110
N -0.75390 0.45990 0.01851 -0.151
C 0.24661 1.40244 0.08542 -0.006
N 1.54308 1.16049 -0.10742 0.096
C 1.93379 -0.06018 -0.05024 -0.139
N 1.12292 -1.13824 0.02159 0.079
C -0.33090 -0.97681 0.02372 -0.088
H -2.28828 1.54209 -0.29616 0.145
H -2.53656 -0.20440 -0.43197 0.150
H 0.04642 2.38586 0.21966 0.117
H 3.07100 -0.12025 -0.01631 0.176
H 1.49768 -1.99342 0.38476 0.153
H -0.86664 -1.46904 1.02832 0.198
H -0.63086 -1.58804 -0.91410 0.161
```

The HOMO-LUMO gap comes out at 8.58 eV. The calculation puts the energy relative to the best compared isomer or geometry (same formula, charge and spin) at 269.8 kJ/mol. Its net charge is +1.


The following is a DFT calculation (the ωB97M-V functional and the def2-TZVPD basis) of a 13-piece molecular cluster, C44H88F24N6O20PS6 overall in a non-equilibrium geometry.

```
189
Properties=species:S:1:pos:R:3:mulliken_spin:R:1
C -24.31766 -9.45895 -21.07077 0.000
C -23.68960 -10.00959 -19.65952 0.000
O -24.45991 -10.21789 -18.71013 0.000
N -22.18905 -10.14879 -19.44592 0.000
H -21.77824 -10.76272 -20.13471 0.000
H -21.65591 -9.29211 -19.40185 0.000
C -21.71239 -10.83005 -18.13086 0.000
H -23.98609 -10.10291 -21.88530 0.000
H -24.19934 -8.38499 -21.21466 0.000
H -25.38824 -9.62795 -20.95505 0.000
H -20.70814 -11.21111 -18.31630 0.000
H -22.43322 -11.62832 -17.95403 0.000
H -21.87297 -9.97738 -17.47111 0.000
C -23.91676 -2.52416 -22.42874 0.000
C -24.54179 -1.89351 -21.21566 0.000
O -25.33210 -0.96593 -21.32860 0.000
N -24.15138 -2.37681 -19.87185 0.000
H -24.13828 -3.36817 -20.06453 0.000
H -23.18187 -2.16683 -19.68193 0.000
C -25.14065 -2.00671 -18.67723 0.000
H -24.17140 -3.58394 -22.41841 0.000
H -22.83343 -2.40617 -22.40440 0.000
H -24.23513 -1.98986 -23.32387 0.000
H -26.16977 -2.28514 -18.90415 0.000
H -25.03307 -0.92605 -18.58395 0.000
H -24.75301 -2.51688 -17.79543 0.000
C -23.94952 -9.89510 -15.12866 0.000
C -22.71841 -9.05182 -14.66725 0.000
C -23.34949 -7.82189 -14.04871 0.000
N -24.08682 -6.65554 -14.87457 0.000
C -23.40806 -6.59661 -16.26981 0.000
C -23.89476 -5.28425 -14.14966 0.000
C -24.95957 -4.37481 -14.66705 0.000
C -26.12263 -5.28997 -14.94436 -0.001
C -25.66555 -6.74706 -14.97640 0.001
H -24.74973 -9.42811 -15.70286 0.000
H -24.52317 -10.25678 -14.27530 0.000
H -23.61049 -10.76557 -15.69030 0.000
H -22.15828 -8.78393 -15.56313 0.000
H -22.01818 -9.57177 -14.01346 0.000
H -22.46764 -7.21645 -13.83920 0.000
H -23.94472 -8.06386 -13.16823 0.000
H -23.44039 -7.50111 -16.87722 0.000
H -22.38529 -6.26947 -16.08265 0.000
H -24.05074 -5.81420 -16.67342 0.000
H -22.86830 -4.94635 -14.29220 0.000
H -24.08379 -5.54413 -13.10811 0.000
H -24.47396 -3.95947 -15.55010 0.000
H -25.06180 -3.53023 -13.98563 0.000
H -26.64295 -5.17417 -15.89513 0.000
H -26.99359 -5.24524 -14.29050 0.000
H -26.02703 -7.28807 -15.85089 0.000
H -26.12544 -7.26304 -14.13357 0.000
C -22.79184 3.22589 -16.53529 0.000
C -23.72969 2.30996 -15.72090 0.000
C -23.20402 2.34162 -14.23632 0.000
N -24.31849 1.67144 -13.29303 0.000
C -25.60611 2.53877 -13.44098 0.000
C -23.94472 1.62337 -11.81212 0.000
C -24.57322 0.37917 -11.11825 0.000
C -25.27968 -0.38945 -12.20208 0.000
C -24.51641 0.09265 -13.48307 0.000
H -21.73462 2.98883 -16.41619 0.000
H -22.88603 4.24489 -16.15993 0.000
H -23.02109 3.02511 -17.58183 0.000
H -23.80816 1.29095 -16.09980 0.000
H -24.71443 2.69408 -15.98703 0.000
H -23.04231 3.34427 -13.84056 0.000
H -22.34966 1.67672 -14.10948 0.000
H -25.96033 2.15683 -14.39845 0.000
H -25.41387 3.61168 -13.44158 0.000
H -26.36717 2.26149 -12.71158 0.000
H -24.25134 2.52914 -11.28900 0.000
H -22.85518 1.59202 -11.80713 0.000
H -25.27864 0.80824 -10.40663 0.000
H -23.77073 -0.17113 -10.62705 0.000
H -26.33544 -0.13103 -12.28383 0.000
H -25.32429 -1.47820 -12.22877 0.000
H -25.02246 -0.04996 -14.43789 0.000
H -23.49239 -0.27008 -13.57190 0.000
C -14.73942 -10.29935 -15.04128 0.000
C -15.44939 -9.12971 -14.43150 0.000
C -17.01755 -9.07809 -14.48464 0.000
N -17.73834 -10.18963 -13.64014 0.000
C -17.11923 -10.38773 -12.20848 0.000
C -19.28623 -10.04509 -13.67723 0.000
C -19.82498 -11.04772 -14.73525 0.000
C -18.89789 -12.17894 -14.43973 0.000
C -17.54051 -11.57234 -14.42405 0.000
H -14.78749 -11.10471 -14.30834 0.000
H -13.67398 -10.09131 -15.13949 0.000
H -14.99347 -10.49621 -16.08282 0.000
H -15.00452 -8.23411 -14.86519 0.000
H -15.09719 -9.12434 -13.39998 0.000
H -17.46452 -9.11463 -15.47811 0.000
H -17.25715 -8.14737 -13.97040 0.000
H -17.65070 -11.25925 -11.82622 0.000
H -17.35138 -9.53319 -11.57290 0.000
H -16.05255 -10.54927 -12.05288 0.000
H -19.63437 -10.36961 -12.69662 0.000
H -19.62363 -9.03090 -13.89095 0.000
H -20.84604 -11.38162 -14.55072 0.000
H -19.70562 -10.64122 -15.73954 0.000
H -19.04669 -12.48359 -13.40381 0.000
H -18.88726 -13.07250 -15.06384 0.000
H -16.78534 -12.31730 -14.17336 0.000
H -17.25191 -11.34083 -15.44934 0.000
C -27.09215 -10.71143 -4.86965 0.000
C -26.51798 -10.02582 -6.14090 0.000
C -25.97722 -11.01903 -7.15634 0.000
N -25.31070 -10.46175 -8.42060 0.000
C -23.94951 -9.73999 -8.06698 0.000
C -26.25035 -9.43458 -9.04310 0.000
C -25.81842 -9.44315 -10.50597 0.000
C -25.71004 -10.85901 -10.77566 0.000
C -25.19371 -11.53290 -9.52667 0.000
H -27.39519 -9.97543 -4.12495 0.000
H -26.54577 -11.50537 -4.36050 0.000
H -27.92257 -11.36907 -5.12660 0.000
H -25.82360 -9.28864 -5.73780 0.000
H -27.28759 -9.32911 -6.47316 0.000
H -26.92660 -11.47261 -7.44104 0.000
H -25.25262 -11.70450 -6.71681 0.000
H -23.27976 -10.49384 -7.65318 0.000
H -24.12693 -9.00080 -7.28582 0.000
H -23.67238 -9.42443 -9.07282 0.000
H -26.16244 -8.47078 -8.54165 0.000
H -27.23611 -9.87504 -8.89352 0.000
H -24.84084 -9.08518 -10.82895 0.000
H -26.56300 -8.94472 -11.12668 0.000
H -25.14180 -10.96815 -11.69940 0.000
H -26.72410 -11.17862 -11.01577 0.000
H -24.13524 -11.74062 -9.68353 0.000
H -25.75927 -12.43239 -9.28348 0.000
C -23.07037 -12.93078 -12.84392 0.000
F -23.20603 -13.40981 -11.62560 0.000
F -23.03277 -11.57845 -12.90654 0.000
F -21.87107 -13.40699 -13.29132 0.000
S -24.68095 -13.54271 -13.77586 0.000
O -25.79629 -12.81279 -13.12183 0.000
O -24.38685 -13.23764 -15.22483 0.000
O -24.83185 -15.01821 -13.59445 0.000
C -21.33820 -1.53955 -15.63278 0.000
F -20.43926 -2.03259 -14.80106 0.000
F -22.48045 -1.44136 -15.06139 0.000
F -21.02093 -0.30653 -16.12123 0.000
S -21.38158 -2.62949 -17.26889 0.000
O -20.09906 -3.28475 -17.62705 0.000
O -22.44523 -3.55140 -17.11994 0.000
O -21.78801 -1.68217 -18.31456 0.000
C -26.57903 -6.85808 -19.22149 0.000
F -25.31685 -6.88873 -18.74149 0.000
F -26.60754 -7.43570 -20.42832 0.000
F -27.43000 -7.39462 -18.30679 0.000
S -27.10544 -4.99023 -19.55636 0.000
O -28.50638 -5.03267 -19.99013 0.000
O -27.00590 -4.34395 -18.25117 0.000
O -26.13876 -4.48253 -20.52677 0.000
C -25.15455 -5.89431 -9.39614 0.000
F -26.07302 -6.35233 -10.27208 0.000
F -25.61186 -6.11503 -8.18967 0.000
F -24.15478 -6.67432 -9.75137 0.000
S -24.68988 -4.00026 -9.57592 0.000
O -23.58880 -3.72128 -8.64345 0.000
O -24.36870 -3.76212 -10.95097 0.000
O -25.86213 -3.23047 -9.08197 0.000
C -29.76429 -6.74866 -12.63945 -0.010
F -29.65870 -5.45965 -12.43003 -0.001
F -28.67536 -7.13247 -13.35793 0.001
F -29.86964 -7.43220 -11.45227 -0.001
S -31.29968 -7.16694 -13.77104 -0.128
O -31.45220 -8.61857 -13.85664 0.298
O -32.36733 -6.47897 -13.04825 0.403
O -31.07213 -6.54139 -15.07075 0.438
C -28.02882 -0.89031 -14.62570 0.000
F -29.10000 -1.62992 -14.59583 0.000
F -28.07349 0.15371 -13.87170 0.000
F -26.90087 -1.61289 -14.35494 0.000
S -27.86999 0.08369 -16.36469 0.000
O -28.15020 -0.90392 -17.34697 0.000
O -28.88938 1.16336 -16.32222 0.000
O -26.56295 0.67346 -16.39346 0.000
P -19.34395 -5.93342 -15.37731 0.000
F -20.28180 -4.75887 -14.71564 0.000
F -18.34791 -4.82289 -16.09977 0.000
F -18.39530 -6.07887 -14.08338 0.000
F -18.48099 -6.90887 -16.44333 0.000
F -20.38029 -7.02221 -14.99282 0.000
F -20.03778 -5.77395 -16.84329 0.000
```

The HOMO-LUMO gap (alpha / beta) comes out at 5.49 / 2.63 eV. The spin multiplicity is 2.


Quick rundown of DFT total energy, same order as above: -27328.899; -25323.082; -82264.464; -9175.720; -236455.532 eV
Quick rundown of molecular weight, same order as above: 121.19; 108.21; 474.54; 99.12; 1700.54 g/mol